(1)
98
Properties=species:S:1:pos:R:3:forces:R:3:mulliken_charge:R:1 method="wB97M-V/def2-TZVPD" gap_ha="0.2391 / 0.2392" e_above_lowest_kcal_mol=34.1 lumo_ev="-3.2 / -3.2" total_charge=+1 spin_multiplicity=1 homo_energy_ev="-9.695 / -9.696"
Ir 1.25732 1.57234 -0.13078 -0.026 -0.110 -0.242 1.8329
C 0.75797 4.22877 -2.29223 -0.068 0.014 0.130 -1.6125
P 1.66638 3.78277 -0.77188 -0.237 -0.513 -0.692 0.8374
C 3.30435 4.43264 -1.13533 0.149 -0.022 -0.058 -1.2885
C 1.10605 4.92605 0.51228 0.255 0.033 0.435 -1.1652
C -0.28219 4.49970 0.91711 -0.196 0.207 -0.168 -0.9535
P -0.36250 2.67890 1.01178 0.187 -0.145 0.363 1.0731
C -2.10448 2.45058 0.57592 -0.081 -0.089 -0.018 -1.2794
C -0.32663 2.23039 2.76575 0.022 0.179 0.030 -1.7519
H 0.80720 5.28764 -2.55025 0.122 0.015 0.131 0.4793
H -0.29005 3.94172 -2.20406 0.015 -0.003 -0.043 0.3687
H 1.21813 3.65698 -3.09925 -0.105 -0.026 -0.068 0.4125
H 3.19593 5.51000 -1.29240 0.031 -0.098 -0.059 0.5395
H 3.70724 3.97177 -2.03334 0.060 -0.047 -0.055 0.3868
H 3.98237 4.24541 -0.31025 0.049 -0.020 0.074 0.3227
H 1.17122 5.96062 0.17491 -0.053 0.007 0.000 0.6407
H 1.80969 4.79167 1.33978 0.033 0.091 0.004 0.3747
H -0.97541 4.77339 0.11697 -0.121 0.044 0.095 0.3860
H -0.65032 4.94852 1.83997 0.066 0.030 0.021 0.5793
H -2.68805 3.13229 1.19872 0.002 -0.035 0.009 0.6374
H -2.43036 1.42970 0.75419 -0.053 -0.064 0.020 -0.1072
H -2.27047 2.69692 -0.47219 -0.010 -0.028 0.008 0.4500
H -1.10073 2.76378 3.32144 0.010 0.024 -0.060 0.5824
H 0.65224 2.46459 3.18424 -0.011 -0.049 0.021 0.3939
H -0.50574 1.16004 2.85113 0.008 -0.039 0.040 0.4319
N 11.11375 1.78825 1.55409 0.027 0.002 0.003 -0.4755
C 9.97786 1.78580 1.38372 0.060 -0.003 0.013 -0.0595
C 8.55846 1.78295 1.17125 -0.128 0.002 -0.026 0.5865
C 8.03484 2.25946 -0.02905 0.031 -0.008 0.023 -0.8028
C 6.66796 2.25791 -0.23076 -0.017 0.003 0.008 -0.3093
C 5.80552 1.77972 0.75883 0.084 -0.056 0.118 0.3674
C 6.34074 1.29678 1.95704 -0.019 -0.001 -0.012 -0.4297
C 7.70618 1.30006 2.16340 0.036 0.004 0.000 -0.7936
C 4.39036 1.77222 0.55659 -0.152 -0.081 -0.213 0.7098
C 3.19566 1.71305 0.35950 -0.311 0.889 0.559 -1.3065
H 8.70341 2.62563 -0.79586 0.002 0.000 -0.003 0.4530
H 6.25931 2.61701 -1.16573 -0.008 0.007 -0.003 0.4871
H 5.67060 0.91283 2.71492 0.012 0.001 -0.006 0.4865
H 8.12185 0.92765 3.08953 0.004 -0.003 0.002 0.4603
Cl -7.71966 -6.52859 -1.69027 0.005 -0.003 0.002 -0.2018
C -6.62799 -5.20906 -1.45242 0.030 0.027 0.005 0.3416
C -6.95014 -3.95287 -1.93675 -0.025 -0.017 -0.014 -0.9999
C -6.07287 -2.90702 -1.71382 0.011 -0.019 -0.033 -0.3390
C -4.87768 -3.07845 -1.02335 -0.004 -0.045 0.107 0.0565
C -3.98630 -1.87174 -0.80728 0.154 0.051 -0.259 -0.4035
C -2.71319 -2.00879 -1.64096 -0.016 -0.134 -0.036 -1.1378
N -1.92492 -0.78785 -1.70031 -0.036 0.163 0.273 0.7867
C -1.86154 0.10454 -2.74045 0.118 0.018 -0.079 -1.1474
C -0.96546 1.05667 -2.36957 -0.055 0.097 -0.083 -0.8919
N -0.49694 0.76180 -1.11147 0.156 0.369 -0.165 0.6806
C -1.10076 -0.34663 -0.73772 -0.033 -0.193 -0.010 -0.8898
O -3.57531 -1.68060 0.52970 0.099 -0.062 0.048 -0.2110
C -4.49107 -0.93473 1.32122 -0.024 0.153 0.157 -0.4829
C -5.88391 -1.47591 1.31968 -0.038 -0.018 -0.045 0.1007
C -6.94218 -0.87853 0.70327 -0.031 -0.073 0.104 0.7028
Cl -6.91369 0.59563 -0.18129 -0.047 0.037 -0.029 -0.1981
S -8.39061 -1.78813 0.82193 0.087 0.010 0.014 -0.1738
C -7.57748 -3.01482 1.70497 -0.057 0.016 -0.033 -0.3710
C -6.26838 -2.72217 1.89971 0.001 0.039 0.011 -1.1365
C -4.57722 -4.36125 -0.56707 -0.053 0.029 -0.040 1.2687
Cl -3.11547 -4.70816 0.31043 0.020 0.003 0.026 -0.2081
C -5.44212 -5.42349 -0.77124 -0.016 -0.029 -0.017 -0.8857
H -7.87943 -3.79648 -2.46528 -0.012 0.003 -0.003 0.4462
H -6.33412 -1.91666 -2.07035 0.002 -0.002 0.010 0.4526
H -4.53863 -0.98349 -1.14559 0.022 -0.039 -0.046 0.5014
H -2.96381 -2.29639 -2.66139 0.007 0.030 0.014 0.3665
H -2.08627 -2.78842 -1.21157 -0.002 -0.019 -0.044 0.2004
H -2.40854 -0.04413 -3.65439 -0.028 0.017 -0.002 0.5385
H -0.60450 1.90445 -2.92391 -0.039 -0.051 -0.022 0.5093
H -0.91603 -0.87804 0.17957 -0.087 0.023 0.027 0.6023
H -4.51196 0.10314 0.97362 0.013 0.042 0.009 0.3076
H -4.07481 -0.95640 2.32939 -0.008 0.005 -0.020 0.4396
H -8.12106 -3.88141 2.04379 -0.014 -0.010 0.001 0.4879
H -5.58161 -3.36543 2.43150 0.012 -0.011 0.005 0.4462
H -5.19220 -6.40636 -0.39919 0.003 -0.008 0.004 0.4773
C 0.95783 -3.03859 -3.07686 -0.047 -0.046 -0.018 -0.5879
C 1.40718 -1.75402 -3.33291 0.008 0.028 0.049 -0.8101
C 1.69069 -0.88710 -2.28363 0.124 -0.042 -0.014 -0.3472
C 1.50408 -1.28627 -0.96365 -0.182 -0.152 0.035 -0.2695
C 1.05833 -2.59103 -0.71560 0.081 0.006 0.033 0.3023
C 0.79234 -3.45750 -1.75926 0.025 0.023 -0.040 -0.7956
N 1.67285 -0.37870 0.11132 0.106 -0.127 -0.540 0.1427
C 2.46986 -0.84185 1.17694 0.136 -0.012 0.266 -0.5107
C 3.53328 -1.72794 0.98128 -0.098 0.073 -0.057 -0.0663
C 4.33642 -2.10133 2.04464 -0.019 0.044 0.060 -0.7070
C 4.10178 -1.59611 3.31777 0.049 -0.032 0.036 -0.6764
C 3.04825 -0.71619 3.52069 -0.014 -0.010 -0.069 -0.7054
C 2.23823 -0.34813 2.45891 -0.032 -0.126 0.063 -0.0580
H 0.75289 -3.71770 -3.89351 0.005 -0.006 -0.007 0.4397
H 1.56061 -1.42679 -4.35320 0.004 0.007 -0.005 0.4507
H 2.08423 0.10606 -2.47508 -0.002 -0.028 -0.021 0.3865
H 0.92651 -2.91073 0.31135 -0.025 -0.020 0.007 0.5311
H 0.45188 -4.46338 -1.54812 -0.001 -0.007 0.006 0.4665
H 3.74251 -2.09765 -0.01331 0.016 -0.026 -0.008 0.4962
H 5.16186 -2.78074 1.87665 0.002 0.000 -0.008 0.4013
H 4.73323 -1.89133 4.14522 0.002 -0.005 0.003 0.4175
H 2.85260 -0.32039 4.50893 -0.003 -0.003 0.017 0.4212
H 1.41473 0.33669 2.60857 0.080 -0.051 -0.010 0.0984


(2)
37
Properties=species:S:1:pos:R:3:forces:R:3:mulliken_charge:R:1 method="wB97M-V/def2-TZVPD" gap_ha=0.2932 e_above_lowest_kcal_mol=41.5 lumo_ev=0.6 spin_multiplicity=1 homo_energy_ev=-7.376 smiles=c1ccc2oc(-c3csc(NC[C@H]4CCCO4)n3)cc2c1
C 6.14802 -1.78115 -1.92524 0.158 -0.074 -0.038 -0.5342
C 5.96442 -0.41284 -2.13808 0.015 0.034 -0.009 -0.3372
C 4.76293 0.20650 -1.85676 -0.328 0.131 0.085 -0.9871
C 3.74519 -0.58841 -1.35379 0.758 -0.878 -0.078 0.2042
O 2.49792 -0.20714 -1.00969 -0.276 0.383 0.013 -0.4483
C 1.85475 -1.32091 -0.57007 0.690 -1.035 -0.021 0.6044
C 0.48560 -1.19749 -0.13570 -0.832 -0.397 0.386 0.4396
C -0.28562 -2.22600 0.32803 0.139 0.296 -0.125 -0.7079
S -1.86365 -1.66920 0.74757 0.381 0.570 -0.208 -0.1788
C -1.34716 -0.04240 0.24405 -0.353 -1.092 0.253 0.5478
N -2.21436 0.98209 0.26236 -0.299 0.641 -0.058 -0.1537
C -3.47984 0.91773 0.94644 -0.094 0.300 -0.025 -0.9433
C -4.27452 2.19327 0.62441 -0.198 -0.595 -0.100 0.2473
C -5.57229 2.28352 1.43186 0.233 0.108 -0.079 -0.7389
C -5.11407 3.01623 2.69201 0.164 0.027 -0.104 -0.5639
C -4.03203 3.94713 2.14261 -0.118 0.327 0.332 -0.4862
O -3.50860 3.33623 0.97135 0.162 -0.110 -0.146 -0.4963
N -0.13329 0.02024 -0.16848 0.456 0.650 -0.253 -0.4525
C 2.66523 -2.42208 -0.62192 -0.568 0.591 0.073 -1.0295
C 3.91398 -1.97299 -1.13283 0.124 0.672 -0.178 1.0015
C 5.13845 -2.57314 -1.42544 -0.135 0.060 0.033 -0.6381
H 7.10574 -2.22218 -2.15974 0.071 -0.038 -0.017 0.3698
H 6.78229 0.17212 -2.53126 0.049 0.063 -0.030 0.3719
H 4.61261 1.26192 -2.01792 0.002 0.128 -0.027 0.4402
H -0.03107 -3.25793 0.44493 0.127 -0.251 0.017 0.3760
H -1.82259 1.90849 0.15973 0.108 -0.099 0.012 0.2634
H -3.33818 0.83066 2.03339 -0.085 -0.027 -0.011 0.3497
H -4.02849 0.03646 0.59869 -0.087 0.082 0.021 0.3888
H -4.44507 2.22918 -0.45774 0.001 -0.023 0.120 0.3809
H -6.30504 2.88332 0.89209 -0.031 -0.042 -0.028 0.3284
H -5.99677 1.30393 1.63720 -0.078 -0.051 -0.018 0.3416
H -4.68894 2.31383 3.40910 -0.015 0.012 0.041 0.2540
H -5.91689 3.56578 3.17712 -0.012 -0.001 0.063 0.3789
H -4.45418 4.92113 1.86398 0.056 -0.082 0.064 0.2899
H -3.21320 4.11149 2.84850 -0.093 0.019 -0.050 0.2834
H 2.40789 -3.42073 -0.33478 -0.134 -0.202 0.085 0.4280
H 5.28344 -3.63028 -1.26215 0.044 -0.102 0.005 0.4061


(3)
63
Properties=species:S:1:pos:R:3:forces:R:3:mulliken_charge:R:1 method="wB97M-V/def2-TZVPD" gap_ha="0.2653 / 0.2168" s_squared=3.86 e_above_lowest_kcal_mol=0.0 lumo_ev="-5.3 / -8.1" total_charge=+2 spin_multiplicity=4 homo_energy_ev="-12.473 / -14.017"
H -3.72423 -3.47061 4.51050 -0.240 -0.112 0.735 -0.0095
C -3.98107 -3.82830 5.54352 -0.328 -0.386 0.358 0.3384
H -3.02043 -4.13711 6.00433 -0.079 0.154 -0.217 0.4828
C -4.56297 -2.76133 6.40896 0.278 0.090 -0.084 -0.6561
C -5.78962 -2.86125 6.97918 0.015 0.727 0.189 -0.4759
N -6.57286 -3.96810 6.84248 0.306 -0.143 -0.665 0.2201
C -8.03175 -3.92613 7.14350 -0.369 -0.146 0.231 -1.5572
C -8.78563 -3.58216 5.89041 -0.175 0.236 -0.678 1.0464
C -9.23345 -4.59294 5.03304 0.150 0.137 -0.131 -0.3407
C -9.79781 -4.26381 3.79581 -0.010 0.045 0.021 -0.6508
C -9.92219 -2.92301 3.40727 0.154 -0.095 0.394 -0.5474
C -9.48938 -1.91392 4.27877 -0.030 -0.055 0.031 -0.5342
C -8.94240 -2.24165 5.52348 0.160 -0.085 -0.257 -0.3997
C -6.08222 -5.03975 6.14542 -0.723 -0.109 0.064 -0.2802
C -4.88117 -5.03194 5.51494 0.288 0.405 0.045 0.3039
C -4.49636 -6.29170 4.81510 -0.385 -1.560 -0.593 0.0425
N -3.27351 -6.31093 4.18212 -0.447 0.290 0.452 -0.2972
O -5.27364 -7.24890 4.78059 1.070 1.412 0.058 -0.6066
H -3.94530 -1.88956 6.62779 -0.349 -0.125 -0.168 0.5077
H -6.21779 -2.03360 7.54626 0.133 -0.349 -0.064 0.3851
H -8.34297 -4.91271 7.49559 0.269 0.104 0.108 0.5030
H -8.22721 -3.18634 7.92412 0.314 -0.149 -0.034 0.4961
H -9.10775 -5.63946 5.33120 -0.173 0.325 -0.199 0.3806
H -10.13451 -5.06004 3.12743 0.082 0.280 0.255 0.4135
H -10.36378 -2.66546 2.43824 0.198 -0.127 0.428 0.4787
H -9.56985 -0.86486 3.98340 -0.057 -0.354 0.143 0.4372
H -8.59616 -1.46135 6.20958 -0.198 -0.153 -0.309 0.3385
H -6.76156 -5.88978 6.07453 0.419 0.091 -0.020 0.4974
H -2.53135 -5.65018 4.39036 -0.399 -0.320 -0.054 0.1989
H -3.00634 -7.20731 3.80302 0.047 0.030 -0.014 0.2794
O 0.75284 2.29142 5.64386 0.840 -3.082 -2.015 -0.2374
C 0.99202 1.31446 5.06430 -0.685 3.750 2.132 0.3711
Cr 1.27170 -0.38794 4.25155 -0.127 0.606 1.567 -0.1509
C -0.49010 -0.77184 4.85552 -3.494 -0.911 0.617 0.5319
O -1.56864 -1.00195 5.22151 3.026 0.643 -0.896 -0.3208
C 1.81290 -1.02148 5.96374 0.954 -1.209 4.357 0.3863
O 2.01226 -1.34946 7.06324 -0.524 1.014 -3.884 -0.2504
C 3.18958 -0.10842 3.24757 1.079 0.414 0.092 -0.7536
C 2.22341 0.65824 2.58912 0.287 0.441 -0.406 -0.4406
C 1.02859 0.08229 2.16728 -1.211 0.465 -1.131 -0.4386
C 0.75643 -1.28618 2.39845 -1.593 -0.539 -0.031 1.2027
C -0.60337 -1.81314 2.24887 0.271 -0.048 -0.430 -0.7267
C -1.76462 -2.21607 2.19654 2.180 0.192 0.073 0.0470
C -3.04981 -2.67795 2.14107 -0.906 -0.037 -0.101 -0.8450
C -4.13693 -1.76620 1.96284 -0.593 0.571 -0.310 1.0385
C -5.47367 -2.24249 1.85936 0.273 0.127 0.055 -0.6110
C -6.53138 -1.35561 1.69465 0.059 0.054 0.059 -0.4489
C -6.30306 0.02779 1.61168 0.229 -0.259 0.075 -0.6043
C -4.98943 0.51534 1.67022 0.273 -0.241 0.106 -0.5957
C -3.91736 -0.36014 1.83711 -0.353 -0.235 0.048 -0.3984
C 1.76816 -2.05950 3.01151 -0.437 -1.648 -0.319 -0.5694
C 2.96312 -1.47661 3.42583 0.552 -0.365 -0.050 -0.4318
H 4.12498 0.34589 3.58102 -0.396 -0.160 -0.062 0.4801
H 2.40591 1.71495 2.41521 -0.126 -0.123 0.132 0.5850
H 0.26296 0.67492 1.66038 0.333 -0.109 0.291 0.5656
H -3.25869 -3.75154 2.20019 0.183 0.345 -0.068 0.4885
H -5.64077 -3.32445 1.88436 -0.066 0.382 0.042 0.4159
H -7.55000 -1.73889 1.63260 0.282 0.083 -0.017 0.4595
H -7.13950 0.72140 1.49758 0.293 -0.272 -0.001 0.4123
H -4.79706 1.58688 1.59215 -0.096 -0.332 -0.020 0.3939
H -2.88912 0.01234 1.85879 -0.420 -0.048 0.030 0.3166
H 1.57066 -3.12143 3.17549 0.169 0.409 0.027 0.5481
H 3.71853 -2.08187 3.91854 -0.179 0.067 0.014 0.5858


(4)
20
Properties=species:S:1:pos:R:3:forces:R:3:mulliken_charge:R:1 method="wB97M-V/def2-TZVPD" gap_ha=0.3380 e_above_lowest_kcal_mol=21.4 lumo_ev=0.9 spin_multiplicity=1 homo_energy_ev=-8.330 smiles=CN1CCCC1.O
C -0.79999 -0.17958 1.53588 0.022 0.055 0.038 -1.0482
N 0.32190 -0.49057 0.68116 -0.074 0.014 0.066 -0.0380
C 1.53550 0.27714 0.97780 0.113 0.013 -0.024 -0.5741
C 2.19012 0.56795 -0.38411 0.084 0.075 0.045 -0.5720
C 1.43378 -0.33632 -1.35865 -0.190 0.014 0.225 -0.6301
C 0.04421 -0.34772 -0.73384 -0.019 0.017 -0.276 -0.6329
H -0.51862 -0.28936 2.58043 0.061 -0.068 0.100 0.3477
H -1.62195 -0.87079 1.34664 -0.047 0.010 -0.032 0.2611
H -1.16846 0.85088 1.39904 -0.022 -0.034 -0.059 0.4246
H 1.31100 1.21483 1.49427 -0.122 0.109 0.055 0.2796
H 2.18513 -0.29862 1.63974 0.032 -0.036 0.003 0.3094
H 3.26802 0.40656 -0.37374 -0.036 -0.069 -0.033 0.3177
H 2.02744 1.61314 -0.65166 -0.013 0.004 -0.028 0.2728
H 1.84562 -1.34413 -1.33172 0.023 -0.065 -0.116 0.2916
H 1.42053 0.03277 -2.37968 0.109 -0.003 -0.110 0.3475
H -0.48015 0.59687 -0.97630 0.032 -0.014 0.096 0.3489
H -0.58212 -1.16879 -1.09704 0.029 -0.032 0.057 0.2958
O -3.62284 0.44241 -0.63721 -0.003 0.052 0.007 -0.6125
H -4.49453 0.05431 -0.76082 0.062 -0.038 -0.006 0.3056
H -2.99928 -0.28761 -0.70316 -0.043 -0.004 -0.008 0.3055